Arrangement A

Density functional theory data (ωB97M-V with the def2-TZVPD basis set) for one molecule with the formula C4H4N4O.

Computed properties:
Total charge = 0

```
13
Properties=species:S:1:pos:R:3:nbo_charge:R:1
O -1.561 -2.189 -0.315 -0.365
N 3.034 0.358 -0.656 -0.275
N -0.588 -1.838 0.346 0.270
N -1.730 2.447 0.380 -0.282
N -0.197 -0.552 0.154 -0.235
C 2.138 0.136 0.038 0.249
C -0.799 0.306 -0.833 -0.374
C 0.944 -0.159 0.879 -0.339
C -1.392 1.518 -0.212 0.257
H 1.106 -0.947 1.643 0.282
H 0.686 0.684 1.549 0.256
H -1.568 -0.313 -1.334 0.295
H -0.074 0.549 -1.638 0.261
```



Arrangement B

Density functional theory data (ωB97M-V with the def2-TZVPD basis set) for one molecule with the formula C4H4N4O.

Computed properties:
Total charge = 0

```
13
Properties=species:S:1:pos:R:3:nbo_charge:R:1
O 2.490 -0.867 -0.821 -0.479
N -0.041 1.709 0.372 -0.151
N -0.991 1.115 -0.404 -0.253
N 0.727 -1.015 0.853 -0.103
N -0.470 -0.985 0.851 -0.128
C -2.650 -0.631 -0.468 -0.655
C 1.463 -0.271 -0.228 0.520
C 1.235 1.240 0.143 -0.017
C -1.327 -0.053 -0.084 0.350
H -2.612 -1.481 -1.148 0.240
H -3.062 -0.820 0.636 0.251
H -3.161 -0.051 -1.069 0.231
H 2.001 1.803 0.266 0.194
```



Relative energy of each structure, in kcal/mol: arrangement A 0.0; arrangement B 75.8.



Arrangement A

Density functional theory data (ωB97M-V with the def2-TZVPD basis set) for one molecule with the formula C7H15I2N.

Computed properties:
Total charge = 0

```
25
Properties=species:S:1:pos:R:3:nbo_charge:R:1
I 1.432 -0.740 3.188 0.175
I -2.273 1.996 1.339 0.080
N -0.237 0.556 2.705 -0.775
C -0.491 -0.384 0.166 -0.302
C -2.010 -1.106 2.178 -0.724
C 0.546 0.604 -0.175 -0.425
C 2.293 1.234 -1.780 -0.612
C 1.514 0.057 -1.341 -0.400
C -1.508 -0.492 -1.051 -0.625
C -1.215 0.004 1.571 0.194
H 2.666 1.762 -0.883 0.207
H 3.204 0.909 -2.395 0.204
H -1.845 0.548 -1.396 0.224
H -0.818 -0.824 -1.852 0.222
H 0.954 -0.391 -2.221 0.192
H 2.130 -0.778 -1.001 0.207
H -2.395 -1.161 -0.800 0.217
H 0.187 1.619 -0.457 0.224
H -0.901 0.341 3.474 0.358
H -2.454 -1.551 1.370 0.223
H -0.008 -1.374 0.355 0.228
H 1.222 0.868 0.799 0.228
H 1.838 1.967 -2.444 0.213
H -2.777 -0.914 2.916 0.233
H -1.308 -1.753 2.673 0.234
```



Arrangement B

Density functional theory data (ωB97M-V with the def2-TZVPD basis set) for a 2-piece molecular cluster, C7H15I2N overall.

Computed properties:
Total charge = 0

```
25
Properties=species:S:1:pos:R:3:nbo_charge:R:1
I -4.560 0.605 -1.111 0.002
I -5.253 -1.752 0.015 0.004
N -0.497 0.840 2.506 -0.627
C 1.660 0.074 1.831 -0.716
C -0.552 -2.298 -1.658 -0.589
C 0.267 2.530 0.127 -0.595
C -0.008 0.080 -0.879 -0.386
C -0.200 1.045 0.231 -0.295
C 0.324 0.573 1.544 0.337
C -0.704 -1.209 -0.523 -0.406
H 2.043 -0.187 0.802 0.218
H -0.467 0.631 -1.775 0.201
H 2.334 0.833 2.189 0.241
H -1.616 -1.223 -0.034 0.214
H 0.524 2.932 -0.853 0.217
H 0.630 -2.533 -1.782 0.188
H -0.995 -3.252 -1.378 0.212
H 0.001 -1.655 0.180 0.190
H 0.020 0.586 3.384 0.306
H -0.909 -1.892 -2.578 0.201
H 1.282 2.549 0.660 0.191
H -1.234 1.086 0.319 0.221
H 1.050 -0.168 -1.129 0.198
H -0.422 3.057 0.771 0.233
H 1.535 -0.813 2.489 0.241
```



Relative energy of each structure, in kcal/mol: arrangement A 19.0; arrangement B 0.0.



Arrangement A

Density functional theory data (ωB97M-V with the def2-TZVPD basis set) for H18KrO9 as an isolated structure.

Computed properties:
Total charge = 0

```
28
Properties=species:S:1:pos:R:3:nbo_charge:R:1
Kr -2.226 -10.679 -9.809 0.001
O -5.972 -11.175 -11.226 -0.927
O -0.975 -14.681 -9.436 -0.978
O -2.484 -13.958 -11.705 -0.947
O 0.676 -12.756 -7.953 -0.992
O -0.281 -8.450 -11.816 -0.941
O 1.439 -11.046 -9.915 -0.971
O -3.221 -14.142 -7.895 -0.947
O 0.002 -11.626 -12.290 -0.952
O -4.122 -6.678 -10.618 -0.926
H 1.836 -10.238 -10.242 0.477
H -0.519 -7.806 -11.148 0.471
H -3.099 -13.422 -12.205 0.476
H -5.902 -11.739 -10.456 0.470
H -1.410 -14.420 -10.248 0.481
H 0.954 -11.395 -10.663 0.497
H 0.053 -13.204 -8.525 0.479
H -3.331 -14.976 -7.438 0.477
H 1.101 -12.112 -8.520 0.486
H -1.670 -14.671 -8.778 0.485
H -3.503 -13.482 -7.262 0.484
H -0.822 -8.222 -12.572 0.471
H -2.237 -14.663 -12.304 0.480
H -0.530 -12.205 -12.835 0.478
H -4.137 -5.995 -11.289 0.466
H -5.298 -11.500 -11.823 0.458
H -3.201 -6.929 -10.552 0.460
H -0.590 -10.915 -12.045 0.483
```



Arrangement B

Density functional theory data (ωB97M-V with the def2-TZVPD basis set) for H18KrO9 as an isolated structure.

Computed properties:
Total charge = 0

```
28
Properties=species:S:1:pos:R:3:nbo_charge:R:1
Kr 0.048 -0.296 0.763 0.000
O -0.881 -0.303 -2.438 -0.996
O 3.908 -0.181 -0.356 -0.971
O 1.889 -1.514 -2.123 -0.981
O 1.667 2.944 -0.899 -0.937
O 3.568 0.964 2.532 -0.946
O -3.048 -2.606 1.100 -0.946
O -1.478 -2.756 -1.128 -0.974
O -2.683 1.526 -0.939 -0.956
O -2.314 2.409 2.889 -0.942
H -2.509 1.900 3.676 0.470
H -2.581 1.552 0.012 0.484
H -3.240 2.278 -1.140 0.478
H 3.250 -0.465 -0.991 0.499
H -1.383 2.617 2.962 0.473
H 1.040 -1.074 -2.094 0.506
H 2.880 0.834 3.184 0.457
H -1.234 -1.119 -2.085 0.493
H 2.185 -1.407 -3.027 0.474
H 2.581 3.051 -0.636 0.474
H 4.285 -0.994 -0.019 0.465
H 3.307 0.413 1.794 0.486
H -3.739 -3.229 0.876 0.484
H -1.328 0.385 -1.945 0.493
H -0.811 -3.427 -0.986 0.475
H -2.865 -2.771 2.025 0.479
H 1.275 3.806 -0.758 0.463
H -1.791 -2.539 -0.250 0.496
```



Relative energy of each structure, in kcal/mol: arrangement A 15.2; arrangement B 0.0.



Arrangement A

Density functional theory data (ωB97M-V with the def2-TZVPD basis set) for a 2-piece molecular cluster, C16H17NO overall.

Computed properties:
Total charge = 0

```
35
Properties=species:S:1:pos:R:3:nbo_charge:R:1
O 2.685 1.250 1.787 -0.708
N -1.169 -0.722 0.384 -0.543
C 1.497 1.697 1.295 0.318
C -2.717 -2.761 -2.235 -0.625
C -0.711 3.198 0.628 -0.072
C -2.027 3.931 0.324 -0.631
C -2.280 -1.102 -0.420 -0.049
C 2.166 -2.260 -0.298 -0.198
C -1.794 -2.051 -1.316 -0.088
C 0.481 1.623 2.224 -0.286
C 1.305 -1.390 0.490 -0.235
C 1.495 2.321 0.054 -0.294
C -0.654 2.364 1.770 -0.204
C -0.020 -1.406 -0.035 0.147
C 0.318 3.004 -0.298 -0.159
C -0.395 -2.251 -1.133 -0.102
C 0.583 -3.137 -1.791 -0.168
C 1.818 -3.071 -1.388 -0.282
H -1.231 0.086 0.909 0.412
H 3.199 -2.177 0.005 0.195
H 2.691 -3.660 -1.605 0.222
H -3.381 -0.652 -0.371 0.225
H -2.843 -3.807 -1.853 0.213
H 1.583 -0.929 1.388 0.227
H 0.141 -3.761 -2.637 0.217
H -2.306 -2.766 -3.201 0.209
H -1.936 4.720 -0.496 0.219
H -1.417 2.386 2.505 0.203
H 0.187 3.686 -1.297 0.214
H 0.452 1.068 3.147 0.242
H -2.335 4.346 1.265 0.225
H 2.354 2.243 -0.584 0.225
H -2.683 3.157 -0.205 0.225
H -3.648 -2.257 -2.381 0.215
H 3.475 1.119 1.208 0.493
```



Arrangement B

Density functional theory data (ωB97M-V with the def2-TZVPD basis set) for a 2-piece molecular cluster, C16H17NO overall.

Computed properties:
Total charge = 0

```
35
Properties=species:S:1:pos:R:3:nbo_charge:R:1
O 0.346 0.839 -4.374 -0.676
N -3.953 1.103 2.073 -0.538
C -2.897 -1.033 1.191 -0.266
C -2.151 2.205 2.740 -0.076
C 3.414 -0.779 -3.356 -0.187
C -2.921 0.232 1.783 0.165
C 2.511 0.010 -4.021 -0.262
C -3.506 2.248 2.766 -0.039
C 1.746 -1.198 -1.655 -0.191
C -1.233 3.221 3.317 -0.632
C -0.483 -0.985 1.624 -0.258
C 4.061 -2.333 -1.542 -0.633
C 0.805 -0.573 -2.483 -0.283
C -1.637 -1.643 1.277 -0.204
C -0.505 0.289 2.157 -0.178
C 3.042 -1.404 -2.112 -0.047
C -1.727 0.952 2.179 -0.109
C 1.184 0.040 -3.654 0.291
H 2.811 0.400 -5.014 0.220
H -1.633 -2.752 1.174 0.212
H -3.797 -1.543 0.896 0.216
H -4.278 2.926 3.102 0.218
H 4.334 -1.124 -3.821 0.208
H 3.752 -3.344 -1.719 0.216
H -4.901 0.774 1.952 0.403
H -0.208 -0.421 -2.111 0.211
H -1.106 2.956 4.370 0.217
H -0.201 3.180 2.877 0.220
H 0.424 -1.670 1.696 0.213
H 4.198 -2.196 -0.422 0.220
H -1.610 4.245 3.212 0.222
H -0.516 0.957 -3.965 0.482
H 1.351 -1.829 -0.833 0.213
H 4.994 -2.384 -2.105 0.218
H 0.290 0.638 2.803 0.216
```



Relative energy of each structure, in kcal/mol: arrangement A 25.9; arrangement B 0.0.



Arrangement A

Density functional theory data (ωB97M-V with the def2-TZVPD basis set) for a 2-piece molecular cluster, C16H17NO overall.

Computed properties:
Total charge = 0

```
35
Properties=species:S:1:pos:R:3:nbo_charge:R:1
O 3.990 -1.087 1.003 -0.710
N -1.744 4.294 -1.583 -0.543
C -2.529 0.354 -0.811 -0.243
C 1.625 -3.899 1.030 -0.206
C 0.878 -2.172 2.538 -0.199
C 1.549 2.626 -1.655 -0.631
C 2.893 -1.882 1.288 0.273
C -1.223 0.830 -1.049 -0.211
C -2.169 2.997 -1.358 0.148
C -3.483 2.550 -1.250 -0.257
C -0.995 2.178 -1.245 -0.032
C -3.604 1.206 -0.940 -0.206
C -0.596 -4.161 2.265 -0.627
C -0.375 4.283 -1.802 -0.011
C 2.744 -3.120 0.713 -0.256
C 1.968 -1.410 2.212 -0.249
C 0.668 -3.398 1.906 -0.027
C 0.133 3.050 -1.557 -0.120
H 3.495 -3.432 -0.003 0.217
H -0.488 0.036 -1.113 0.213
H -0.377 -4.806 3.121 0.219
H 1.667 1.585 -1.980 0.214
H -1.057 -4.700 1.444 0.217
H 3.976 -0.742 0.114 0.482
H -2.320 4.930 -2.123 0.397
H -1.304 -3.423 2.638 0.214
H 0.016 5.250 -2.075 0.209
H 2.139 2.662 -0.733 0.217
H 0.225 -1.782 3.311 0.213
H 2.262 -0.416 2.534 0.228
H -4.598 0.776 -0.838 0.208
H -2.668 -0.707 -0.676 0.213
H 1.423 -4.847 0.552 0.213
H -4.289 3.223 -1.498 0.216
H 2.170 3.156 -2.381 0.220
```



Arrangement B

Density functional theory data (ωB97M-V with the def2-TZVPD basis set) for a 2-piece molecular cluster, C16H17NO overall.

Computed properties:
Total charge = 0

```
35
Properties=species:S:1:pos:R:3:nbo_charge:R:1
O 1.789 4.058 0.964 -0.678
N -0.105 -0.769 0.047 -0.542
C 0.482 -2.830 -0.673 -0.103
C 2.289 -1.401 0.313 -0.238
C -1.440 2.598 1.669 -0.217
C 3.087 -2.541 0.322 -0.218
C -1.193 -1.343 -0.627 -0.020
C 1.355 -3.955 -0.670 -0.191
C -1.183 2.590 -0.739 -0.226
C -0.219 3.243 1.790 -0.244
C -3.416 1.922 0.246 -0.629
C 0.541 3.578 0.670 0.276
C 0.073 3.155 -0.578 -0.275
C -1.764 -3.533 -1.718 -0.632
C 0.983 -1.629 -0.109 0.152
C 2.561 -3.787 -0.047 -0.237
C -1.981 2.477 0.380 -0.018
C -0.853 -2.585 -1.057 -0.102
H -2.082 2.329 2.509 0.219
H -3.575 1.961 -0.836 0.209
H -3.452 0.914 0.655 0.218
H 2.041 4.748 0.342 0.484
H 3.221 -4.614 0.144 0.209
H 4.159 -2.370 0.391 0.214
H -4.140 2.533 0.746 0.218
H -1.716 -4.571 -1.385 0.219
H -2.006 -0.698 -0.897 0.205
H -2.818 -3.270 -1.764 0.220
H 2.423 -0.458 0.830 0.217
H 0.659 3.115 -1.484 0.220
H -0.147 0.140 0.465 0.419
H 0.199 3.381 2.782 0.225
H -1.574 -3.525 -2.826 0.210
H 1.058 -4.801 -1.275 0.217
H -1.572 2.389 -1.735 0.219
```



Relative energy of each structure, in kcal/mol: arrangement A 0.0; arrangement B 13.3.



Arrangement A

Density functional theory data (ωB97M-V with the def2-TZVPD basis set) for one molecule with the formula C6H11NO3.

Computed properties:
Total charge = 0

```
21
Properties=species:S:1:pos:R:3:nbo_charge:R:1
O 0.168 0.939 1.952 -0.682
O -2.051 -0.717 -0.406 -0.597
O -0.860 1.190 -0.170 -0.516
N 2.001 -0.988 0.517 -0.607
C 0.815 -0.559 -1.590 -0.630
C 0.164 0.542 0.583 0.379
C 0.994 -0.296 -0.076 0.138
C 2.188 -1.018 1.931 -0.427
C -2.941 1.323 -1.250 -0.712
C -1.868 0.459 -0.608 0.800
H 0.250 -1.463 -1.571 0.247
H 2.621 -1.353 -0.138 0.383
H 1.927 -0.702 -2.079 0.198
H -2.473 1.996 -1.834 0.222
H 1.365 -0.390 2.446 0.259
H 3.134 -0.627 2.130 0.188
H -3.685 0.863 -1.835 0.234
H 0.457 0.359 -1.999 0.229
H 2.146 -2.127 2.392 0.174
H -3.580 1.639 -0.451 0.240
H -0.771 0.929 2.056 0.479
```



Arrangement B

Density functional theory data (ωB97M-V with the def2-TZVPD basis set) for one molecule with the formula C6H11NO3.

Computed properties:
Total charge = 0

```
21
Properties=species:S:1:pos:R:3:nbo_charge:R:1
O -2.058 -0.207 -1.296 -0.712
O 0.274 -1.392 -1.375 -0.710
O 0.715 -1.943 1.782 -0.721
N 1.150 0.683 1.632 -0.668
C 0.395 -0.033 -1.324 0.308
C -0.394 -1.110 1.570 -0.130
C -0.979 1.122 0.434 -0.501
C 0.030 0.287 1.187 0.318
C -0.988 0.650 -1.045 0.066
C 1.496 0.629 -1.654 -0.521
H -1.983 0.982 0.834 0.243
H -1.713 -1.089 -1.497 0.492
H -1.008 -1.029 2.483 0.183
H -1.079 1.521 -1.702 0.191
H -0.694 2.174 0.483 0.216
H 1.147 -1.802 -1.355 0.503
H 2.398 0.116 -1.940 0.204
H -1.016 -1.561 0.795 0.194
H 1.420 -1.365 2.105 0.489
H 1.351 1.668 1.484 0.346
H 1.536 1.700 -1.601 0.211
```



Arrangement C

Density functional theory data (ωB97M-V with the def2-TZVPD basis set) for a 2-piece molecular cluster, C6H11NO3 overall.

Computed properties:
Total charge = 0

```
21
Properties=species:S:1:pos:R:3:nbo_charge:R:1
O -2.107 -1.390 -0.475 -0.565
O -1.321 1.317 -0.159 -0.605
O -1.737 -0.408 1.554 -0.722
N 0.370 -2.793 -0.023 -0.571
C 0.918 -1.316 1.805 -0.676
C -0.049 0.778 -2.111 -0.732
C -1.387 -1.022 0.420 0.766
C 0.912 2.167 -0.190 -0.724
C -0.181 1.270 -0.696 0.625
C 0.121 -1.686 0.586 0.172
H -0.890 0.132 -2.369 0.258
H -0.314 -2.934 -0.780 0.353
H 0.945 3.070 -0.807 0.250
H -0.065 1.643 -2.780 0.248
H -2.060 0.484 1.297 0.532
H 0.707 2.469 0.838 0.239
H 1.872 1.648 -0.231 0.231
H 1.053 -0.233 1.844 0.213
H 0.416 -1.643 2.718 0.244
H 0.893 0.239 -2.227 0.232
H 1.902 -1.790 1.787 0.233
```



Relative energy of each structure, in kcal/mol: arrangement A 28.3; arrangement B 9.0; arrangement C 0.0.